(1)
Computed, not measured: a molecular structure, C47H42MnN2O2P2Si, with ωB97M-V/def2-TZVPD.

Element x y z (Å)
Mn  0.22526  -0.27588  -1.05284
C  3.91447  -0.11743  -1.90012
Si  2.56527  0.08674  -0.63713
C  2.62790  1.87483  -0.02969
C  3.72671  2.33637  0.70373
C  3.78596  3.64024  1.16613
C  2.74960  4.52628  0.88750
C  1.66114  4.10102  0.14754
C  1.59354  2.77999  -0.29659
P  0.19841  2.18798  -1.30334
C  0.37953  3.00113  -2.90941
C  -0.05017  4.30249  -3.15693
C  0.20807  4.89538  -4.38251
C  0.89787  4.19690  -5.36448
C  1.32861  2.90003  -5.12473
C  1.06609  2.30384  -3.90067
C  -1.33423  2.84996  -0.58497
C  -1.46147  3.09192  0.77899
C  -2.69142  3.44405  1.32039
C  -3.80472  3.56124  0.50232
C  -3.68708  3.32014  -0.86177
C  -2.46316  2.95741  -1.40065
C  2.82463  -1.16723  0.74948
C  4.04102  -1.84588  0.88270
C  4.18645  -2.89721  1.77599
C  3.11552  -3.30030  2.56335
C  1.90791  -2.62727  2.47520
C  1.76473  -1.57486  1.57761
P  0.26654  -0.55203  1.49218
C  -1.16741  -1.63465  1.78971
C  -2.31349  -1.12721  2.40202
C  -3.44043  -1.92241  2.54634
C  -3.44186  -3.22485  2.06202
C  -2.31199  -3.72906  1.43321
C  -1.17893  -2.93683  1.29605
C  0.38494  0.44302  3.01856
C  0.03858  -0.14869  4.23537
C  0.21265  0.53860  5.42495
C  0.74141  1.82274  5.41491
C  1.09607  2.41223  4.21219
C  0.91976  1.72573  3.01814
H  4.84402  0.29826  -1.50433
H  3.68702  0.42335  -2.81890
H  4.08808  -1.16171  -2.15694
H  4.54376  1.66295  0.93524
H  4.63997  3.97291  1.74078
H  2.79831  5.54735  1.24128
H  0.86075  4.79629  -0.07583
H  -0.58881  4.85656  -2.39766
H  -0.12847  5.90523  -4.57178
H  1.09687  4.66350  -6.31939
H  1.85969  2.35193  -5.89019
H  1.39405  1.28383  -3.72333
H  -0.60262  3.01186  1.43305
H  -2.77096  3.63623  2.38144
H  -4.75852  3.85091  0.92175
H  -4.54790  3.42952  -1.50823
H  -2.38397  2.77428  -2.46644
H  4.88691  -1.57331  0.26411
H  5.13441  -3.41274  1.85362
H  3.22579  -4.13082  3.24692
H  1.07458  -2.93541  3.09542
H  -2.32039  -0.11635  2.79315
H  -4.31315  -1.52920  3.05064
H  -4.31377  -3.85143  2.19528
H  -2.29429  -4.74760  1.07083
H  -0.29915  -3.35322  0.81922
H  -0.37510  -1.14912  4.26062
H  -0.06221  0.06981  6.36013
H  0.87926  2.35844  6.34417
H  1.51434  3.40923  4.19466
H  1.21889  2.19752  2.09497
N  -5.23981  -1.35399  -1.74990
C  -4.20832  -0.64274  -1.01088
C  -2.89447  -0.79257  -1.73191
O  -2.96159  -1.19773  -2.97491
O  -1.83919  -0.51044  -1.19077
H  -5.33600  -2.30925  -1.42463
H  -3.92681  -1.37045  -3.13157
H  -6.14478  -0.90962  -1.68326
H  -4.05648  -0.94680  0.02612
H  -4.41647  0.43323  -1.00592
C  0.91063  -1.73651  -2.39076
C  0.57072  -3.09670  -1.89114
C  1.45358  -3.80903  -1.07221
C  1.10925  -5.03681  -0.53971
C  -0.14333  -5.58503  -0.81416
C  -1.01816  -4.91441  -1.66426
C  -0.65585  -3.69061  -2.19816
C  -0.53704  -6.83387  -0.21117
N  -0.87051  -7.81428  0.28479
H  0.27650  -1.45829  -3.24377
H  1.94744  -1.68809  -2.71595
H  2.42804  -3.39598  -0.83694
H  1.80126  -5.56593  0.10108
H  -1.97595  -5.35523  -1.90530
H  -1.34241  -3.17639  -2.85972

<S²> = 6.2387
Spin multiplicity = 5
HOMO-LUMO gap (alpha / beta) = 7.425 / 7.722 eV
Total charge = +1
HOMO energy (alpha / beta) = -0.368 / -0.378 Eh

Results of the Löwdin charge analysis, in e, for atoms 1 through 6: number 1, Mn, carries 0.468; number 2, C, carries -0.190; number 3, Si, carries 0.602; number 4, C, carries -0.299; number 5, C, carries -0.080; number 6, C, carries -0.058

***

(2)
Computed, not measured: a molecular structure, C47H42N6OPW at a distorted geometry, with ωB97M-V/def2-TZVPD.

Element x y z (Å)
W  -0.55974  0.75287  -0.56280
C  1.32930  1.79173  -0.07432
N  -1.43595  2.40069  0.04205
C  -1.75074  2.56999  1.45854
C  -1.85104  1.20735  2.03573
N  -1.25600  0.18697  1.42345
C  -1.63846  -0.95979  2.13425
C  -1.29523  -2.29670  1.97571
C  -1.83298  -3.20198  2.86828
C  -2.68949  -2.79867  3.90020
C  -3.02502  -1.47224  4.07882
C  -2.48198  -0.56579  3.17937
N  -2.59602  0.81439  3.06786
C  2.01843  0.50558  0.14216
N  1.23510  -0.55495  0.02328
C  2.02879  -1.67176  0.31284
C  1.75764  -3.03893  0.35769
C  2.78521  -3.88780  0.72491
C  4.06476  -3.40874  1.02964
C  4.35790  -2.06124  0.95959
C  3.32255  -1.21024  0.59839
N  3.27108  0.17383  0.47274
H  1.85134  2.40611  -0.80763
H  1.32679  2.35263  0.86505
H  -1.45239  3.30841  -0.40167
H  -0.98512  3.15668  1.97996
H  -2.69630  3.10079  1.59684
H  -0.61951  -2.59803  1.19447
H  -1.58105  -4.25040  2.77601
H  -3.08281  -3.53963  4.58264
H  -3.66547  -1.15090  4.88962
H  -3.12151  1.41415  3.68576
H  0.78156  -3.44386  0.11691
H  2.59366  -4.95087  0.78678
H  4.83519  -4.10464  1.33092
H  5.34883  -1.68599  1.17856
H  4.03685  0.81289  0.61909
N  0.85404  -2.14602  -2.51089
C  0.98086  -1.37647  -3.55945
C  1.97918  -1.64192  -4.52001
C  2.04894  -0.91325  -5.66698
C  1.13238  0.15476  -5.93593
C  0.20390  0.49235  -5.03209
C  0.02141  -0.24249  -3.74599
H  1.49025  -2.91810  -2.37172
H  0.10507  -1.99294  -1.84065
H  2.67397  -2.45318  -4.33927
H  2.80916  -1.15632  -6.39873
H  1.20567  0.69068  -6.87237
H  -0.48121  1.30710  -5.22297
H  -0.97125  -0.73240  -3.87277
O  -1.51733  -1.28303  -0.94948
P  -2.72237  -2.19193  -1.28714
C  -2.41303  -3.84293  -0.66025
C  -3.26929  -4.50760  0.21237
C  -2.99385  -5.81729  0.57738
C  -1.86828  -6.45971  0.08161
C  -1.00361  -5.79459  -0.78038
C  -1.27961  -4.49217  -1.15935
C  -4.29252  -1.51355  -0.71710
C  -4.38423  -0.16153  -0.39857
C  -5.60051  0.39135  -0.03282
C  -6.73855  -0.40310  0.00333
C  -6.66324  -1.73948  -0.36152
C  -5.44787  -2.29502  -0.72777
C  -2.89567  -2.30409  -3.08282
C  -3.18371  -1.10278  -3.73833
C  -3.39396  -1.08188  -5.10557
C  -3.33113  -2.27057  -5.82651
C  -3.06522  -3.46722  -5.17841
C  -2.85436  -3.49284  -3.80533
H  -4.13716  -4.00597  0.61931
H  -3.66311  -6.34160  1.24629
H  -1.66628  -7.48510  0.36129
H  -0.13187  -6.30193  -1.17237
H  -0.63420  -3.98318  -1.86605
H  -3.51028  0.46265  -0.47774
H  -5.67226  1.44459  0.20958
H  -7.68822  0.02378  0.29682
H  -7.55763  -2.34767  -0.37373
H  -5.40672  -3.33205  -1.03832
H  -3.27819  -0.19621  -3.15368
H  -3.63204  -0.15258  -5.60747
H  -3.51644  -2.26061  -6.89248
H  -3.03728  -4.39139  -5.74029
H  -2.66874  -4.43420  -3.30409
C  -0.23399  0.64610  -2.51661
C  -0.48725  2.07908  -2.82252
C  0.53153  2.92510  -3.31036
C  0.25653  4.22772  -3.66060
C  -1.04167  4.72936  -3.54705
C  -2.06532  3.91050  -3.09669
C  -1.79466  2.59547  -2.74652
H  1.53724  2.53707  -3.42811
H  1.04865  4.86389  -4.03262
H  -1.25515  5.75041  -3.83470
H  -3.07897  4.28531  -3.03892
H  -2.60652  1.94978  -2.44737

HOMO-LUMO gap = 6.875 eV
Total charge = +3
HOMO energy = -0.581 Eh

Results of the Löwdin charge analysis, in e, for atoms 1 through 6: number 1, W, carries 1.737; number 2, C, carries -0.128; number 3, N, carries -0.142; number 4, C, carries -0.146; number 5, C, carries -0.298; number 6, N, carries 0.014

***

(3)
Computed, not measured: a molecular structure, C47H44Cl2GeIrN7O5S, with ωB97M-V/def2-TZVPD.

Element x y z (Å)
Ir  0.86432  0.28010  -0.19019
Cl  5.06218  0.57386  -3.38403
C  4.58829  -0.64108  -2.23130
C  5.41865  -1.74187  -2.04062
C  5.08743  -2.72246  -1.14613
Cl  6.16046  -4.08723  -0.93510
C  3.88883  -2.64508  -0.40124
C  3.47945  -3.61894  0.53677
C  2.29107  -3.46703  1.18508
C  1.49179  -2.34596  0.92376
N  1.86206  -1.39865  0.08072
C  3.04767  -1.52575  -0.60313
C  3.38473  -0.45368  -1.53063
O  2.61358  0.53914  -1.67699
H  6.33613  -1.81322  -2.60930
H  4.11187  -4.47713  0.71815
H  1.93197  -4.20619  1.88825
H  0.54270  -2.20460  1.41421
C  1.36910  6.18865  0.64739
N  0.82408  5.65520  -0.57876
C  0.43615  6.38251  -1.68324
C  -0.00441  5.51547  -2.60365
N  0.11027  4.23114  -2.06804
C  0.62683  4.31379  -0.78107
S  0.97836  3.18456  0.38280
C  -0.20610  3.05611  -2.79845
C  -0.53174  3.12431  -4.15257
C  -0.84786  1.92765  -4.77250
C  -0.78919  0.73225  -4.07805
C  -0.39228  0.75267  -2.74296
N  -0.16175  1.92467  -2.13290
H  1.42179  7.27198  0.55578
H  2.36154  5.77624  0.82748
H  0.73765  5.91091  1.49131
H  0.50137  7.45531  -1.71002
H  -0.40090  5.70023  -3.58150
H  -0.52579  4.04131  -4.71991
H  -1.12327  1.92903  -5.82040
H  -1.01986  -0.19755  -4.57702
H  0.58295  -1.04709  -2.46862
C  -0.10679  -0.43123  -1.86474
Ge  -1.62643  -1.61140  -1.54813
C  -3.15748  -0.73943  -0.69274
C  -3.28275  -0.67981  0.69747
C  -4.38664  -0.07576  1.28399
C  -5.36744  0.51163  0.49536
C  -5.23532  0.50000  -0.88618
C  -4.14018  -0.12483  -1.46998
C  -1.06534  -3.23225  -0.59683
C  -0.01335  -3.95948  -1.15763
C  0.37238  -5.18583  -0.63880
C  -0.28694  -5.70725  0.46639
C  -1.33200  -4.99677  1.03783
C  -1.72145  -3.77347  0.50472
C  -2.28991  -2.41854  -3.24576
C  -1.38984  -2.73853  -4.26466
C  -1.79777  -3.39572  -5.41734
C  -3.12910  -3.75492  -5.57736
C  -4.03789  -3.46108  -4.57197
C  -3.61811  -2.80537  -3.42047
H  -2.49331  -1.05721  1.33947
H  -4.46761  -0.04845  2.36407
H  -6.22735  0.98252  0.95726
H  -5.98544  0.96965  -1.51190
H  -4.05560  -0.13296  -2.55135
H  0.52825  -3.56404  -2.01130
H  1.19998  -5.72223  -1.08697
H  0.01457  -6.66138  0.88146
H  -1.85079  -5.39276  1.90251
H  -2.54769  -3.24516  0.96391
H  -0.34368  -2.46383  -4.16952
H  -1.07445  -3.62831  -6.18979
H  -3.45309  -4.26589  -6.47574
H  -5.07743  -3.74800  -4.67895
H  -4.34382  -2.60357  -2.64148
C  -3.12034  2.66657  2.10602
C  -2.34347  2.12008  0.93091
N  -2.61132  2.68249  -0.28093
O  -1.48771  1.27381  1.08473
H  -4.06494  3.13128  1.82112
H  -2.49225  3.41352  2.59558
H  -3.29412  1.85727  2.81145
H  -3.49554  3.13352  -0.43044
H  -2.14151  2.26311  -1.07046
C  2.45259  3.38939  3.83264
C  3.20063  2.10500  4.16469
C  2.30475  0.86050  4.16233
C  3.16600  -0.38774  4.47736
C  2.37510  -1.64402  4.82217
C  1.26377  0.99438  5.25968
O  1.54377  1.35426  6.39133
N  -0.00264  0.64066  4.91586
C  -0.43159  0.16266  3.64688
O  -1.56952  -0.28301  3.58744
N  0.42484  0.24501  2.61343
C  1.68364  0.65310  2.77605
O  2.42079  0.85564  1.79183
H  3.13265  4.24407  3.84476
H  1.66573  3.58579  4.56534
H  2.00339  3.34034  2.84003
H  3.65098  2.17912  5.15655
H  3.99488  1.93466  3.43674
H  3.82697  -0.12832  5.30825
H  3.79372  -0.56133  3.60009
H  1.86123  -1.53747  5.77960
H  3.04048  -2.50594  4.89359
H  1.62629  -1.86640  4.06015
H  -0.69758  0.61610  5.64700

<S²> = 0.7535
Spin multiplicity = 2
HOMO-LUMO gap (alpha / beta) = 5.905 / 6.403 eV
Total charge = -1
HOMO energy (alpha / beta) = -0.136 / -0.154 Eh

Results of the Löwdin charge analysis, in e, for atoms 1 through 6: number 1, Ir, carries 1.059; number 2, Cl, carries 0.649; number 3, C, carries -0.595; number 4, C, carries -0.152; number 5, C, carries -0.627; number 6, Cl, carries 0.633

***

Energy relative to the best compared isomer or geometry (same formula, charge and spin) readings, ordered: 0.00; 28.27; 0.00 kcal per mole